#w
# C4H8N4O

The molecule C4H8N4O (ωB97M-V with the def2-TZVPD basis set, OMol25).

CARTESIAN COORDINATES (ANGSTROEM)
N 1.251 -1.735 -0.054
N -0.036 -1.244 0.399
C -1.108 -1.182 -0.418
C -1.865 -0.125 -0.475
C -1.773 1.118 0.224
N -0.840 2.124 0.018
C 0.511 1.626 -0.194
N 1.404 1.650 0.714
O 2.150 0.498 0.041
H 2.012 -2.186 0.581
H 1.767 -0.834 -0.206
H -0.192 -0.444 1.150
H -1.442 -2.240 -0.728
H -2.863 -0.314 -0.941
H -2.651 1.392 0.615
H 0.725 0.750 -1.033
H 2.951 1.146 0.306

Results
Multiplicity: 1
Gap between HOMO and LUMO in eV: 8.26
SMILES: NN\C=C/C=N\C=N\O

Now the natural (NBO) charges, all in e: N -0.676; N -0.484; C 0.078; C -0.420; C 0.136; N -0.452; C 0.223; N -0.184; O -0.664; H 0.359; H 0.379; H 0.356; H 0.215; H 0.233; H 0.182; H 0.198; H 0.523

***

#x
# C4H8N4O

The molecule C4H8N4O (ωB97M-V with the def2-TZVPD basis set, OMol25).

CARTESIAN COORDINATES (ANGSTROEM)
H -1.292 -0.610 1.665
N -2.121 -1.066 1.263
C -1.954 -1.029 -0.040
N -1.089 -0.254 -0.753
N 0.145 0.267 -0.327
C 0.030 1.515 0.242
N -0.996 2.282 0.276
H -1.775 1.762 -0.282
C 1.379 -0.498 -0.592
C 2.392 -0.291 0.567
O 3.600 -0.231 0.321
H -2.608 -1.487 -0.765
H -1.305 -0.204 -1.758
H 0.929 1.916 0.730
H 1.820 -0.257 -1.559
H 0.880 -1.421 -0.622
H 1.964 -0.394 1.635

Results
Multiplicity: 1
Gap between HOMO and LUMO in eV: 9.83
SMILES: [H]/N=C\NN(/C=N\[H])CC=O

Now the natural (NBO) charges, all in e: H 0.326; N -0.668; C 0.261; N -0.480; N -0.300; C 0.248; N -0.657; H 0.328; C -0.311; C 0.408; O -0.485; H 0.170; H 0.385; H 0.180; H 0.215; H 0.240; H 0.140

***

From most stable to least stable, the computed energies give #x, #w.

***

#w
# C4H6N4

The molecule C4H6N4 (ωB97M-V with the def2-TZVPD basis set, OMol25).

CARTESIAN COORDINATES (ANGSTROEM)
C 0.432 -0.749 1.328
N 0.430 0.519 1.348
N -0.344 1.021 0.342
C 0.599 1.991 -0.729
N 0.678 1.164 -1.853
N 0.050 0.126 -1.819
C -0.698 -0.067 -0.574
C -0.301 -1.356 0.161
H 0.933 -1.317 2.090
H 1.552 2.184 -0.249
H 0.033 2.898 -0.910
H -1.757 -0.025 -0.841
H 0.349 -1.996 -0.438
H -1.171 -1.931 0.474

Results
Multiplicity: 1
Gap between HOMO and LUMO in eV: 9.86
SMILES: C1=NN2CN=N[C@H]2C1

Now the natural (NBO) charges, all in e: C 0.036; N -0.232; N -0.289; C -0.120; N -0.128; N -0.095; C -0.016; C -0.492; H 0.201; H 0.226; H 0.221; H 0.216; H 0.240; H 0.233

***

#x
# C4H6N4

The molecule C4H6N4 (ωB97M-V with the def2-TZVPD basis set, OMol25).

CARTESIAN COORDINATES (ANGSTROEM)
H 2.049 -1.794 0.047
N 2.447 -0.871 -0.199
C 1.480 -0.120 -0.199
N 1.595 1.272 0.119
N 0.317 1.940 -0.104
C -0.423 0.987 -0.489
N 0.191 -0.329 -0.754
C -0.949 -0.962 0.249
C -1.806 0.331 -0.142
H 2.416 1.889 0.493
H -1.449 -1.637 -0.347
H -0.847 -1.361 1.296
H -2.312 0.490 0.867
H -2.708 0.166 -0.837

Results
Multiplicity: 1
Gap between HOMO and LUMO in eV: 9.41
SMILES: [H]/N=c1/[nH]nc2n1CC2

Now the natural (NBO) charges, all in e: H 0.342; N -0.725; C 0.531; N -0.486; N -0.255; C 0.359; N -0.426; C -0.228; C -0.458; H 0.440; H 0.203; H 0.230; H 0.229; H 0.244

***

From most stable to least stable, the computed energies give #w, #x.

***

#w
# C4H6N4

A structure of composition C4H6N4 (ωB97M-V with the def2-TZVPD basis set, OMol25).

CARTESIAN COORDINATES (ANGSTROEM)
C -1.004 -0.265 -0.480
C -0.487 1.170 -0.223
C 2.012 0.525 0.394
C 0.501 -0.580 -0.606
H -2.238 -1.655 0.238
H -1.149 -1.211 1.331
H -1.540 -0.347 -1.490
H -0.654 1.818 -1.105
H -0.859 1.579 0.704
H 2.444 1.322 0.960
N -1.803 -0.838 0.656
N 0.814 0.625 -0.125
N 2.491 -0.714 0.180
N 1.470 -1.427 -0.436

Results
Multiplicity: 1
Gap between HOMO and LUMO in eV: 10.32

Now the natural (NBO) charges, all in e: C -0.063; C -0.205; C 0.142; C 0.264; H 0.367; H 0.364; H 0.206; H 0.210; H 0.217; H 0.206; N -0.805; N -0.354; N -0.273; N -0.275

***

#x
# C4H6N4

The molecule C4H6N4 (ωB97M-V with the def2-TZVPD basis set, OMol25).

CARTESIAN COORDINATES (ANGSTROEM)
C -1.322 -1.120 0.077
C 0.005 -0.789 0.340
N 1.112 -1.339 -0.113
N 1.964 -0.459 -0.259
C 1.618 1.049 -0.025
C 0.078 0.841 0.526
N -1.169 1.143 -0.286
N -2.055 0.031 -0.213
H -1.442 -2.110 -0.267
H 2.276 1.456 0.898
H 1.703 1.833 -1.033
H -0.363 1.274 1.578
H -0.775 1.838 -1.095
H -2.637 0.193 0.499

Results
Multiplicity: 1
Gap between HOMO and LUMO in eV: 8.53
SMILES: C1=C2N=NC[C@H]2NN1

Now the natural (NBO) charges, all in e: C -0.014; C 0.064; N -0.140; N -0.139; C -0.338; C -0.155; N -0.537; N -0.415; H 0.221; H 0.246; H 0.239; H 0.217; H 0.391; H 0.361

***

From most stable to least stable, the computed energies give #w, #x.